The following is a DFT calculation (ωB97M-V/def2-TZVPD) of a molecular structure, C67H135AsF6N8O3 at a distorted geometry.

```
220
Properties=species:S:1:pos:R:3:forces:R:3
C -3.501607 -1.345282 1.810896 -1.147 0.254 -0.367
N -2.580755 -1.672373 2.893018 0.033 0.533 0.284
C -2.500983 -2.938768 3.320555 0.587 -0.142 0.082
C -1.607774 -3.308043 4.310239 0.228 -0.030 -0.366
C -0.783744 -2.346255 4.891627 -0.860 0.930 0.373
C -0.974773 -1.013028 4.478786 0.385 -0.645 0.081
C -1.845735 -0.700691 3.456964 0.295 -0.438 0.612
C 0.085568 -2.648961 6.065298 -0.010 -0.223 0.944
C 0.787446 -3.845167 6.143974 0.384 -0.359 -0.808
C 1.546243 -4.172458 7.243308 -0.153 0.314 0.564
N 1.552932 -3.358958 8.316771 -0.066 0.721 0.180
C 0.962563 -2.149970 8.282464 -0.699 -0.166 -0.845
C 0.164212 -1.811120 7.193114 -0.035 -0.069 -0.600
C 2.170306 -3.835840 9.566484 1.449 0.304 0.434
H -3.426576 -0.316130 1.472183 0.820 -0.103 -0.019
H -4.535627 -1.374495 2.165062 0.109 -0.649 0.146
H -3.315215 -2.039363 0.997023 -0.126 0.180 -0.092
H -3.129684 -3.676807 2.843317 -0.144 0.145 -0.077
H -1.562119 -4.356380 4.572282 -0.071 0.037 0.206
H -0.386993 -0.233351 4.937252 -0.113 0.126 -0.034
H -1.988151 0.322873 3.146666 -0.071 -0.095 -0.349
H 0.763089 -4.516885 5.295268 0.173 -0.127 0.114
H 2.194612 -5.029805 7.365017 -0.362 -0.319 -0.281
H 1.132354 -1.458055 9.094365 -0.218 -0.290 0.325
H -0.470165 -0.935260 7.215335 0.334 0.253 0.235
H 2.348361 -3.036193 10.284894 -0.610 0.247 -0.173
H 3.194111 -4.135263 9.334805 -0.224 -0.587 -0.063
H 1.579864 -4.617286 10.036691 -0.025 -0.092 -0.229
C -4.890879 -6.576455 -6.527288 1.953 0.265 -1.115
C -3.624072 -6.819332 -5.685565 -1.040 -0.215 1.223
C -2.518281 -5.786581 -5.765431 0.339 0.219 -0.874
C -2.986432 -4.367384 -5.437960 1.155 0.027 1.027
N -1.811350 -3.399475 -5.281220 1.760 -0.643 -1.250
C -0.878902 -3.811774 -4.144732 -1.237 0.942 -0.266
C -0.024985 -2.569630 -3.905106 -0.206 -0.278 1.063
C -0.913374 -1.369552 -4.251031 -0.195 0.226 -0.658
C -2.171058 -1.999401 -4.911611 -0.125 0.820 -0.571
C -0.937024 -3.358524 -6.567371 -1.620 -0.339 0.757
H -5.536914 -7.444293 -6.590535 -0.163 0.107 0.245
H -4.434114 -6.431972 -7.515437 -0.657 -0.098 -0.348
H -5.413881 -5.642671 -6.330861 -0.222 -0.198 0.430
H -3.166882 -7.782887 -5.911418 -0.209 -0.030 -0.218
H -3.915557 -6.888768 -4.627898 0.064 -0.083 0.029
H -2.055299 -5.795029 -6.758628 -0.354 0.043 -0.178
H -1.703661 -6.161465 -5.140656 -0.131 0.398 0.410
H -3.404057 -4.334374 -4.429135 -0.561 -0.131 -0.176
H -3.675597 -3.961193 -6.172887 0.011 0.047 -0.020
H -0.323483 -4.691783 -4.446583 -0.165 -0.162 0.315
H -1.637932 -3.945321 -3.368194 0.654 -0.536 0.501
H 0.900050 -2.691437 -4.465310 0.028 0.529 -0.048
H 0.202108 -2.450863 -2.842259 0.391 -0.443 -0.052
H -0.373248 -0.641529 -4.861528 -0.244 -0.309 -0.568
H -1.179828 -0.712496 -3.422725 -0.136 -0.535 0.403
H -2.454604 -1.455504 -5.812748 -0.061 -0.131 -0.071
H -3.063685 -2.036145 -4.286688 0.202 -0.066 0.294
H -0.362255 -4.275760 -6.656131 0.306 0.192 0.314
H -0.370172 -2.442457 -6.466388 0.258 -0.106 -0.610
H -1.656765 -3.400385 -7.382320 0.229 0.630 -0.239
C 3.659014 -0.233932 -5.596270 0.777 -0.642 0.105
C 4.394976 -0.732922 -4.340701 -0.321 -0.346 0.328
C 4.663212 0.353488 -3.295254 -0.701 0.378 -0.564
C 3.391970 0.663746 -2.506400 1.208 1.487 -0.302
N 3.656642 1.827237 -1.530266 0.337 0.025 0.603
C 2.348390 2.327847 -0.982528 -0.571 0.027 0.929
C 2.425423 3.852418 -0.728287 -0.928 -0.832 0.103
C 3.735707 4.283105 -1.302032 1.603 0.426 -0.152
C 4.210591 3.109587 -2.162603 -0.139 -0.618 -1.257
C 4.603670 1.359746 -0.453571 0.214 0.432 -0.158
H 4.139794 0.647337 -6.020561 -0.147 0.154 0.127
H 2.595536 -0.064714 -5.437739 -0.004 0.143 -0.040
H 3.813680 -1.019994 -6.336663 -0.435 0.084 -0.190
H 5.319431 -1.236436 -4.622817 0.134 0.283 -0.061
H 3.796050 -1.528869 -3.876982 -0.027 -0.042 0.015
H 4.869937 1.244432 -3.892566 0.508 0.064 0.263
H 5.498836 0.139584 -2.629049 0.069 -0.158 -0.108
H 3.064168 -0.193922 -1.925248 -0.512 0.202 0.067
H 2.659468 1.136211 -3.159574 -0.388 -0.760 -0.133
H 2.174315 1.787465 -0.054325 -0.314 -0.258 -0.257
H 1.556535 2.123593 -1.701548 0.169 -0.244 0.075
H 2.306774 4.062855 0.336011 0.229 0.104 -0.003
H 1.572226 4.299616 -1.237521 0.122 0.094 -0.072
H 4.473108 4.537242 -0.534985 0.009 -0.432 0.157
H 3.705744 5.220359 -1.857905 -0.266 -0.273 -0.402
H 5.270188 2.968912 -2.365243 0.091 0.304 0.453
H 3.767826 3.098676 -3.162480 -0.313 0.427 0.116
H 4.345368 1.857569 0.477969 0.076 0.030 -0.035
H 5.619396 1.620287 -0.743780 -0.046 0.199 0.060
H 4.626717 0.278647 -0.324626 -0.606 -0.013 -0.091
C 9.395152 0.547510 4.840979 0.780 0.607 -0.785
C 8.116019 0.653245 5.651265 -0.001 -1.927 0.886
C 6.858232 0.865945 4.797619 0.139 1.565 -0.087
C 5.542082 0.322517 5.317598 0.617 -0.411 -0.063
N 4.324976 0.750690 4.473317 0.568 -1.146 0.720
C 4.452915 0.393078 2.996457 -0.183 1.674 0.391
C 3.003685 0.463462 2.498216 0.015 -0.977 0.570
C 2.222499 -0.128786 3.708167 -0.027 0.166 -0.849
C 3.161986 -0.085958 4.932133 -0.993 0.460 -1.300
C 4.051143 2.223984 4.671501 -0.107 -1.132 0.621
H 9.430382 1.307030 4.054151 0.029 0.012 0.012
H 9.569568 -0.417671 4.360323 -0.595 -0.070 -0.055
H 10.322360 0.674736 5.400271 -0.316 0.251 0.433
H 8.201241 1.308338 6.517206 -0.125 0.486 -0.350
H 8.045381 -0.335731 6.127022 -0.302 0.006 0.089
H 7.096842 0.535722 3.784611 -0.279 -0.274 0.016
H 6.702036 1.950112 4.733479 0.306 0.049 -0.244
H 5.338512 0.623846 6.346155 -0.021 0.331 -0.081
H 5.591788 -0.768153 5.364377 -0.326 -0.036 -0.406
H 5.117866 1.169704 2.621758 0.074 -0.309 -0.439
H 4.925931 -0.583181 2.923555 -0.143 -0.083 -0.038
H 2.569971 1.442065 2.301625 0.717 0.284 -0.128
H 2.821676 -0.139603 1.608565 0.106 0.040 -0.024
H 1.335019 0.495039 3.793973 -0.133 -0.292 0.400
H 1.941003 -1.145193 3.433285 -0.252 0.007 0.329
H 2.656387 0.386277 5.771101 0.418 -0.204 0.339
H 3.508359 -1.099135 5.110948 0.194 0.176 0.465
H 3.046899 2.437978 4.318172 0.182 0.213 -0.356
H 4.854779 2.783526 4.207663 -0.233 0.231 -0.055
H 4.044127 2.340770 5.754012 0.161 0.397 -0.051
C -4.564809 3.974900 -6.640201 0.916 0.895 -0.101
C -5.210717 4.966821 -5.686302 -0.377 0.385 -0.054
C -5.285532 4.529426 -4.238853 0.065 0.003 1.526
C -5.838241 3.117082 -4.037301 0.170 0.980 0.051
N -5.850635 2.635394 -2.595114 0.152 -0.996 0.985
C -4.492821 2.589843 -1.869722 -0.753 0.454 -0.374
C -3.822678 1.281335 -2.244008 -0.013 0.468 -0.166
C -4.950651 0.364255 -2.721334 -0.185 -0.546 -0.376
C -6.246013 1.157458 -2.624009 -0.600 0.189 0.023
C -6.822160 3.403128 -1.724546 -0.245 -0.651 -1.072
H -5.012834 2.992483 -6.777705 -0.255 0.056 0.263
H -3.529607 3.882794 -6.299766 -0.019 -0.449 -0.227
H -4.514283 4.444993 -7.622512 -0.037 -0.145 -0.059
H -6.178936 5.322943 -6.048774 -0.166 -0.364 0.122
H -4.626893 5.888754 -5.629879 0.200 -0.116 -0.414
H -5.829170 5.285717 -3.658723 -0.628 -0.251 -0.220
H -4.320451 4.621949 -3.724009 0.379 -0.394 -0.664
H -5.257994 2.414685 -4.632421 0.043 -0.153 0.165
H -6.881310 3.085279 -4.353726 0.006 -0.185 -0.051
H -4.762452 2.619359 -0.813655 0.061 0.026 0.020
H -3.951748 3.494968 -2.138949 0.180 -0.137 0.068
H -3.286204 0.891293 -1.380992 0.033 -0.072 -0.029
H -3.108406 1.473474 -3.036168 0.125 -0.138 -0.055
H -5.054421 -0.536766 -2.115069 0.065 0.039 0.017
H -4.757207 0.020905 -3.737550 -0.066 0.112 -0.050
H -6.804305 0.866832 -1.732216 0.352 0.494 0.354
H -7.007241 1.025917 -3.392555 0.436 -0.066 -0.414
H -7.685394 3.605361 -2.356096 -0.027 0.385 0.167
H -6.364189 4.302766 -1.330302 -0.053 0.052 -0.098
H -7.152523 2.704805 -0.961098 0.154 0.319 0.330
C 5.696052 -3.568492 -1.677736 -0.305 0.232 0.968
C 4.372093 -3.305095 -0.984661 -1.257 0.400 -1.141
C 3.574667 -4.499239 -0.469094 0.032 -0.732 0.103
C 2.134629 -4.115917 -0.114234 -0.199 0.607 1.565
N 1.195886 -5.279834 0.255619 0.507 -0.204 -1.243
C 0.896439 -6.097840 -1.001981 -0.043 -0.605 -0.064
C -0.430706 -6.810077 -0.773412 0.262 -0.719 1.062
C -1.156359 -6.002899 0.330917 -0.044 -0.173 -0.472
C -0.204092 -4.874675 0.670961 0.480 1.047 0.387
C 1.887481 -6.116546 1.265646 -0.566 -0.854 0.635
H 6.302544 -4.149598 -0.980669 0.348 -0.233 -0.568
H 6.149619 -2.582175 -1.771891 0.338 -0.175 -0.345
H 5.545302 -4.011366 -2.657679 0.332 -0.262 0.089
H 3.713403 -2.847844 -1.738497 0.111 0.426 0.195
H 4.547092 -2.565906 -0.196966 -0.304 -0.133 0.185
H 4.140494 -4.880673 0.386126 -0.406 -0.064 0.222
H 3.532394 -5.348377 -1.158068 0.360 0.302 -0.425
H 1.598973 -3.474108 -0.812950 0.167 -0.327 -0.481
H 2.174932 -3.490742 0.781798 -0.203 -0.023 0.117
H 1.724837 -6.789004 -1.136146 -0.019 0.074 -0.259
H 0.768881 -5.473511 -1.884790 0.527 0.542 0.312
H -0.231002 -7.800995 -0.364649 -0.088 -0.103 -0.229
H -0.988277 -6.958219 -1.693903 -0.023 0.192 0.011
H -1.365080 -6.618034 1.205519 0.171 -0.109 -0.045
H -2.135456 -5.656513 0.000136 0.139 0.299 -0.049
H -0.217569 -4.631156 1.733123 0.269 0.114 -0.024
H -0.333323 -3.932552 0.137706 -0.489 -0.062 0.021
H 1.239834 -6.943353 1.563755 -0.031 -0.050 -0.270
H 2.077001 -5.568191 2.187420 0.064 0.418 -0.266
H 2.816772 -6.528714 0.886097 -0.074 0.100 -0.132
C -0.933674 2.770136 1.355532 -0.221 0.822 -1.014
C -1.399591 4.133120 0.766156 0.945 0.281 -0.631
C -2.465085 4.998812 1.481577 0.646 -1.073 0.381
C -2.031048 5.360881 2.895294 -0.390 0.359 1.041
N -2.995429 6.284563 3.642668 -0.339 0.431 0.354
C -4.475445 5.907816 3.538795 0.446 -0.518 -0.078
C -5.186409 7.173897 3.905206 -0.846 -0.367 0.329
C -4.400829 8.251842 3.216297 -0.082 1.123 -0.445
C -2.963081 7.755561 3.099415 -0.012 -0.797 1.075
C -2.623129 6.282038 5.118780 0.359 0.021 -1.021
H -1.628506 1.948720 1.153131 -0.538 0.200 0.933
H -0.602928 2.985957 2.371588 -0.164 -0.856 0.244
H -0.102404 2.380696 0.758370 0.360 0.511 0.165
H -1.645984 4.008682 -0.290991 -0.419 -0.091 0.070
H -0.496469 4.747348 0.680858 0.060 0.056 0.191
H -3.379944 4.405781 1.510403 -0.184 0.247 -0.003
H -2.614950 5.922869 0.926239 -0.151 -0.150 -0.262
H -1.062102 5.860875 2.959085 -0.051 0.230 -0.453
H -1.903334 4.525766 3.587805 -0.286 -0.386 -0.369
H -4.713948 5.082686 4.209912 0.278 -0.098 -0.058
H -4.624263 5.585361 2.511328 -0.283 0.239 0.022
H -5.200983 7.299514 4.990039 0.256 0.047 -0.021
H -6.250041 7.167873 3.665517 0.113 -0.104 -0.374
H -4.498998 9.153138 3.821487 0.413 0.138 -0.207
H -4.767465 8.524051 2.226058 -0.228 -0.243 0.050
H -2.340760 8.323500 3.787317 0.455 -0.141 -0.329
H -2.537116 7.679041 2.105458 -0.093 0.400 -0.042
H -3.099225 7.112277 5.629096 -0.133 -0.117 0.018
H -1.543409 6.412137 5.161202 -0.002 0.012 0.176
H -2.916581 5.315065 5.516799 0.002 0.088 0.214
As -0.657606 3.039555 -4.151704 0.194 2.351 -0.812
F -2.131792 2.485239 -4.901632 0.024 -0.612 0.829
F -0.748410 1.900181 -2.788662 -0.037 -0.115 -0.495
F 0.819401 3.712376 -3.443324 -0.377 -0.726 -0.104
F -0.595005 4.258274 -5.394430 0.218 -0.695 0.650
F -1.588678 4.172816 -3.133906 0.165 -0.809 -0.200
F 0.251160 1.900753 -5.115405 -0.196 0.109 0.755
O -1.409087 -0.570204 -0.258934 0.399 0.898 -0.765
C -0.134314 -0.907971 0.103532 2.495 -0.076 1.448
O 0.051311 -1.745742 1.033431 -0.972 0.126 -0.531
O 0.763420 -0.241564 -0.481562 -0.559 -0.605 0.158
H -1.078135 0.162095 -0.851772 -1.221 -0.424 0.021
```
Positions in Å, forces in eV/Å.

Summary:
- energy relative to the best compared isomer or geometry (same formula, charge and spin) (kcal/mol) = 0.00
- LUMO level (eV) = -13.64
- strongest force on any atom (eV/Å) = 2.9
- E_HOMO (eV) = -19.638
- frontier orbital gap (eV) = 6.002
- spin multiplicity = 1
- charge = +6